The following is a quantum chemistry calculation of 11 unconnected molecules or ions with the total composition C50H129N7O22, from the OMol25 dataset.

```
208
Properties=species:S:1:pos:R:3:forces:R:3:mulliken_spin:R:1
O -0.42082 -1.99455 2.14035 -1.886 0.192 0.945 0.09
O 3.11026 0.86585 -4.44337 -0.989 0.177 1.581 0.00
O 7.34635 2.83989 1.92246 -1.083 -1.895 0.332 0.00
O -8.05118 3.11416 -0.98825 -1.632 0.684 -0.865 0.00
O 5.83321 4.66891 6.53695 -0.616 -0.438 -0.714 0.00
O -3.93619 1.13974 -4.33854 1.393 -2.893 -1.264 0.00
O 4.53012 3.38921 0.16108 0.983 -0.530 0.713 0.00
O 4.02322 -1.85553 2.51782 -0.420 -0.821 1.054 0.00
O 6.55148 -0.27593 -1.41227 0.019 -0.780 -1.766 0.00
O -1.16406 -4.27035 -4.13907 1.315 -0.224 0.281 0.00
O 5.79617 0.90057 -4.10580 0.296 -1.070 -0.228 0.00
O -0.80372 4.57039 -1.03002 0.198 0.337 0.661 0.00
O -6.65386 -7.12788 0.50562 1.621 1.261 -0.697 0.00
O 1.93897 -0.57664 -1.89920 1.023 -0.313 0.550 0.00
O -1.50474 -4.76736 -9.46013 -1.077 -0.659 -0.558 0.00
O 0.50728 -5.56260 5.53402 1.925 1.377 -0.878 0.01
O -2.76896 3.21614 2.96404 -0.837 -1.089 0.368 0.00
O 0.30263 7.22146 -1.94507 -0.925 0.077 0.048 0.00
O 0.06304 2.05780 -2.11467 0.876 -0.120 -2.282 0.00
O -3.49894 -2.49804 -0.55510 -2.154 1.013 -0.475 0.00
O -0.01567 4.44263 7.37437 -0.141 -1.439 -0.317 0.00
O 0.26909 0.22743 -4.70920 -0.500 -0.809 -0.447 0.00
N -1.31610 2.46247 5.56221 -0.020 -0.002 1.621 0.00
N -6.03322 -4.59248 -0.64858 2.975 -0.491 -0.007 0.00
N 4.93063 4.05439 3.06438 -1.861 1.315 -1.225 0.00
N -1.16890 -3.00701 4.96844 0.575 0.707 -2.558 0.65
N -6.00809 3.12792 -4.06053 -0.024 1.058 -0.431 0.00
N 5.35546 0.55532 0.92476 -0.093 -1.030 -1.015 0.00
N -1.72064 -5.90303 -6.53174 0.679 -0.300 -1.467 0.00
C 5.34068 3.88728 5.42960 1.033 1.323 -0.012 0.00
C 0.21269 1.07682 -1.14517 -0.427 0.032 0.952 0.00
C -3.70750 2.35461 -3.70869 0.003 1.255 0.757 0.00
C 4.03477 4.59172 0.72991 1.050 0.110 0.004 0.00
C -2.49940 3.47849 1.60366 1.525 0.200 0.314 0.00
C -6.36712 3.21930 -2.65209 -0.665 0.533 -0.303 0.00
C -2.27757 -2.74242 -1.19668 -0.337 -0.105 0.176 0.00
C 3.85203 2.93906 -0.96773 -1.436 0.142 -0.148 0.00
C 6.08309 0.56287 2.16146 1.816 1.354 0.658 0.00
C 4.05453 -0.13917 0.85534 0.039 0.610 0.218 0.00
C 5.51227 4.75828 4.16839 0.922 -1.294 1.487 0.00
C -2.39252 1.91914 3.42387 -0.251 0.585 0.469 0.00
C -2.48932 1.90224 4.97858 -0.346 -0.458 -1.797 0.00
C 0.96212 -4.20613 5.79047 -1.158 -2.824 0.136 0.03
C 1.13880 0.38453 -5.82555 1.594 -0.011 2.071 0.00
C -1.74243 -4.45166 -6.53450 -0.980 0.025 1.701 0.00
C 0.81520 6.38098 -0.93251 0.451 -0.695 0.035 0.00
C 0.25295 -3.24075 4.90139 0.886 1.920 1.199 0.02
C 7.43312 1.40743 2.06932 0.107 -1.129 -0.685 0.00
C -1.11631 -6.46511 -7.76179 -0.483 -0.113 0.735 0.00
C 2.57370 0.00676 -5.39744 0.160 0.481 -2.097 0.00
C 0.59400 -0.33220 -1.64418 -0.923 0.832 0.034 0.00
C 5.94176 -0.50863 -3.80009 -1.319 0.419 1.440 0.00
C 5.54366 -0.79115 -2.31131 1.943 0.594 -0.107 0.00
C -9.41994 3.56230 -0.71632 1.134 -0.715 0.132 0.00
C -7.27335 -8.07677 1.30253 -1.303 0.300 0.388 0.00
C -7.86165 2.96176 -2.41149 1.011 -0.574 0.553 0.00
C 4.88532 5.02758 1.93877 0.138 -1.479 -0.432 0.00
C -1.75641 -1.81941 4.29442 -0.306 -0.724 0.912 0.04
C -2.24122 -4.34507 -10.62947 0.690 0.522 0.664 0.00
C -5.13202 -3.99983 -1.65651 -1.991 1.324 -1.765 0.00
C 3.57564 -3.16952 2.86869 1.987 0.129 -0.060 0.00
C 8.56225 3.46564 1.72293 0.952 1.433 -1.063 0.00
C -2.15409 -4.03601 -5.09656 -0.001 0.560 -1.142 0.00
C -2.92169 0.08131 -4.06392 0.214 1.009 -0.097 0.00
C -0.25591 5.61114 -0.18273 -0.825 0.461 -0.516 0.00
C -1.39547 2.41072 7.03739 2.228 0.934 0.399 0.00
C -1.88569 -6.09871 -9.02549 0.946 0.270 -0.397 0.00
C 1.06985 4.98462 8.08269 -0.282 1.139 -0.020 0.00
C -0.53849 -5.97181 6.32826 -0.622 -0.251 1.001 0.00
C 0.33372 -0.84465 2.45204 0.470 0.826 0.064 -0.01
C -5.90354 -6.12984 1.22318 0.476 -1.491 0.569 0.00
C -5.12379 -5.17009 0.35168 -0.963 -0.621 0.264 0.00
C 5.54586 4.15140 7.79447 -0.065 0.281 1.312 0.00
C 3.96683 -1.64373 1.13389 -0.467 1.264 0.101 0.00
C -1.75065 -1.91516 2.71104 1.944 -1.251 -0.840 0.10
C -0.08650 3.01172 7.63447 -1.045 1.087 -0.523 0.00
C -4.61683 3.45292 -4.38882 0.799 -2.148 0.900 0.00
C -4.69889 -2.57042 -1.42508 0.991 -0.303 0.881 0.00
C -0.07396 -3.33354 -4.15296 -0.150 -0.853 0.014 0.00
H -2.49397 -4.14752 -7.26305 -0.099 0.216 0.190 0.00
H 1.41012 6.98014 -0.24317 0.252 -0.197 0.150 0.00
H -4.59033 -4.43024 0.94846 -0.426 0.457 0.647 0.00
H 9.09767 3.79646 2.61287 -0.287 -0.149 0.411 0.00
H 4.53764 6.00798 2.26440 -0.118 -0.127 0.117 0.00
H 5.18072 5.78220 4.34090 -0.471 -0.198 -0.189 0.00
H -2.62448 0.87679 5.32249 0.312 -0.334 -0.015 0.00
H 6.03498 3.05832 5.29223 -0.247 -0.561 0.150 0.00
H -1.26691 5.03516 -1.73076 -0.129 0.001 -0.264 0.00
H 0.95040 7.30376 -2.64879 0.015 -0.024 0.048 0.00
H 4.31445 3.53570 5.53607 -0.102 0.124 0.216 0.00
H -1.91914 -3.32585 -10.84289 0.161 -0.016 0.085 0.00
H 3.19011 0.20667 -6.27389 -0.008 -0.469 -0.672 0.00
H -3.02267 -4.62408 -4.80018 -0.099 0.160 0.032 0.00
H 5.22713 1.47078 0.51787 0.137 0.336 0.399 0.00
H -2.02230 -4.92903 -11.52343 -0.013 -0.391 0.120 0.00
H -5.14306 -6.65908 1.79735 0.201 -0.288 0.401 0.00
H -10.12127 2.96627 -1.30026 -0.114 -0.135 0.138 0.00
H 0.72641 -0.91346 3.46651 0.441 -0.072 -0.061 0.01
H -0.40860 -2.35520 -3.80805 0.134 0.064 0.176 0.00
H 7.98718 0.98869 1.22922 -0.065 0.219 -0.568 0.00
H -0.08807 2.93922 8.72206 0.064 -0.571 0.112 0.00
H -0.77176 1.10519 -0.67810 -0.176 -1.077 0.692 0.00
H 0.43653 -3.20011 -5.10675 -0.477 -0.053 -0.488 0.00
H 0.86654 4.98387 9.15356 0.270 -0.540 0.281 0.00
H 1.12810 1.45466 -6.03245 0.104 -0.113 -0.929 0.00
H -4.23756 -5.64253 -0.07199 -0.542 -0.578 -0.731 0.00
H 2.02612 4.53820 7.81000 0.047 -0.235 0.174 0.00
H -6.51805 -3.85187 -0.16222 -0.283 0.287 -0.241 0.00
H -2.20057 2.95963 7.52587 -0.525 -0.022 -0.371 0.00
H 5.45761 -1.87383 -2.21904 -0.120 -0.242 0.116 0.00
H 0.92829 1.42752 -0.40151 0.361 -0.268 0.308 0.00
H -3.19743 -0.97018 -4.14408 -1.566 0.264 0.348 0.00
H 3.61626 -0.04584 -0.13830 0.338 0.298 -0.213 0.00
H 1.37439 5.59079 -1.43352 0.720 0.029 0.292 0.00
H -9.57343 3.41622 0.35288 -0.103 -0.057 -0.118 0.00
H -2.23520 -2.82745 2.36315 -0.121 -0.080 0.231 -0.01
H 6.36806 -0.45849 2.41387 0.273 -0.024 -0.112 0.00
H -6.12881 2.19231 -4.42130 -0.316 -0.176 0.150 0.00
H -3.31604 -4.27392 -10.46271 -0.137 -0.394 0.174 0.00
H 0.70975 -3.78954 -3.54801 -0.230 0.327 0.516 0.00
H 8.10255 1.15197 2.89072 -0.353 0.122 0.662 0.00
H -8.14155 -7.57913 1.73458 -0.308 -0.162 0.548 0.00
H -0.61537 -7.05908 6.32101 0.234 0.058 0.008 0.00
H -1.06553 -7.54547 -7.62634 -0.533 -0.188 -0.201 0.00
H 0.81264 -2.36545 5.23109 -0.459 0.892 -0.736 0.01
H -1.25560 -6.30848 -5.73209 0.157 0.356 0.190 0.00
H -5.75032 2.58577 -2.01468 -0.221 -0.220 0.279 0.00
H -1.61426 -3.81947 4.56639 -0.736 -0.645 0.609 -0.02
H 3.75899 -3.35694 3.92669 -0.550 0.578 0.252 0.00
H -2.81183 -1.89947 4.55477 -0.179 0.352 -0.056 0.02
H 0.83113 -3.96903 6.84628 -0.256 0.143 0.113 0.00
H 0.51873 0.88138 -4.05222 -0.032 0.387 0.144 0.00
H -2.68351 2.70785 0.85511 -1.039 -0.262 0.238 0.00
H -1.05069 6.29494 0.11535 -0.260 0.129 -0.137 0.00
H -4.60367 -2.05916 -2.38302 0.856 0.038 -0.113 0.00
H 6.59573 1.39537 -3.91220 0.092 -0.169 0.205 0.00
H -0.15460 2.90781 -1.72516 -0.071 0.358 0.334 0.00
H -1.41285 3.53971 1.54235 0.383 0.501 -0.250 0.00
H 2.69522 -1.05103 -5.16417 -0.371 -0.186 0.354 0.00
H -0.34798 -5.60994 7.33864 -0.398 -0.271 0.337 0.00
H -2.08530 -2.08567 -2.04510 -0.146 0.120 -0.190 0.00
H -9.59876 4.61162 -0.95096 0.355 0.133 -0.156 0.00
H -1.39792 1.68631 3.04353 0.565 0.200 0.412 0.00
H 6.10506 -0.16408 -0.56977 0.058 0.437 1.018 0.00
H 2.57006 -3.43166 2.53977 -0.150 0.218 -0.077 0.00
H -2.93736 4.44720 1.36305 -0.071 -0.301 -0.140 0.00
H 6.87787 -0.96892 -4.11621 0.306 0.418 0.403 0.00
H -1.24774 3.43820 5.31049 0.115 0.230 -0.177 0.00
H -1.60643 -6.81202 -9.80093 0.180 -0.080 -0.265 0.00
H -8.50232 3.61018 -3.00913 0.169 0.400 0.141 0.00
H 1.12385 -0.71220 1.71295 0.101 -0.317 0.189 0.00
H 4.04282 0.65653 -4.35330 0.338 0.584 0.046 0.00
H -6.68918 -8.50424 2.11746 0.454 0.004 -0.067 0.00
H 2.98884 -1.99619 0.80618 -0.291 0.121 -0.431 0.00
H -7.68592 -8.86975 0.67876 0.362 -0.003 -0.136 0.00
H 3.43133 0.48874 1.49209 -0.885 -0.681 0.477 0.00
H -2.28032 -3.77958 -1.53192 0.705 -0.084 -0.066 0.00
H -3.43379 2.35872 5.27473 -0.182 0.496 -0.094 0.00
H 0.76392 2.50802 7.17495 0.247 -0.016 0.132 0.00
H 2.85243 2.63072 -0.66142 -0.489 0.013 -0.082 0.00
H 4.69108 -2.19641 0.53547 0.483 -0.158 0.231 0.00
H -2.46475 0.25558 -3.08978 -0.187 0.015 0.253 0.00
H -1.38510 1.38353 7.40192 -0.329 -0.223 -0.251 0.00
H -0.24285 0.08038 2.45024 -0.390 -0.072 -0.252 0.01
H -0.01144 -0.57776 -2.51667 -0.167 0.037 -0.110 0.00
H 5.18550 -1.04444 -4.37374 -0.174 0.175 -0.336 0.00
H -4.44485 3.32503 -5.45754 -0.267 -0.039 -0.112 0.00
H -2.07886 0.00919 -4.75133 0.008 1.249 -0.409 0.00
H 4.62707 -0.31154 -1.96790 -0.452 -0.128 -0.899 0.00
H -4.30637 -4.57681 -2.07303 0.023 -0.636 0.922 0.00
H 5.58568 3.34984 2.75678 0.034 -0.120 0.072 0.00
H -1.50579 -5.60223 5.98791 -0.307 0.250 -0.046 0.00
H 0.32664 -1.04266 -0.86197 -0.116 0.034 0.140 0.00
H -2.96459 -6.21529 -8.92307 -0.172 0.337 0.375 0.00
H 0.05532 5.16910 0.76376 0.539 -0.199 -0.356 0.00
H 4.59509 4.45739 8.23094 -0.695 0.168 -0.556 0.00
H -0.05710 -6.22895 -7.86376 0.174 0.654 -0.273 0.00
H 4.26153 2.05232 -1.45159 0.751 0.162 0.286 0.00
H 3.72553 3.71579 -1.72191 0.167 0.169 -0.174 0.00
H -2.68022 2.70971 -3.62676 0.524 -0.313 -0.719 0.00
H 6.58923 4.79072 4.00346 0.421 0.550 0.140 0.00
H -6.25816 4.23939 -2.28380 0.514 0.195 -0.233 0.00
H 1.12016 6.04959 7.85600 0.028 -0.018 -0.362 0.00
H -1.55379 -2.50063 -0.41835 0.439 -0.487 -0.231 0.00
H -5.75510 -3.92501 -2.54772 -0.216 0.139 -0.352 0.00
H -1.35378 -0.87864 4.66984 0.243 -0.211 -0.036 -0.02
H 0.91508 -0.29977 -6.64395 -0.655 0.373 0.032 0.00
H -8.09869 1.94576 -2.72718 -0.233 -0.330 0.145 0.00
H -4.24138 4.45251 -4.16983 -0.559 0.095 0.519 0.00
H -6.50911 -5.64208 1.98704 -0.519 0.342 -0.192 0.00
H 9.30914 2.99291 1.08513 -0.201 -1.071 0.066 0.00
H -5.50945 -2.01262 -0.95610 0.179 -0.013 0.556 0.00
H 4.31720 -3.85153 2.45269 -0.344 -0.507 -0.568 0.00
H 0.44436 -3.44803 3.84854 0.140 -0.105 -0.528 0.06
H -3.96358 2.14485 -2.67017 -0.267 0.705 0.446 0.00
H 2.98281 4.51568 1.00505 -0.219 -0.154 -0.005 0.00
H -2.98918 1.10733 3.00785 -0.792 0.120 -0.218 0.00
H 6.22763 4.60105 8.51634 0.495 -0.246 -0.171 0.00
H 2.36066 0.02088 -2.52109 -0.311 0.453 -0.617 0.00
H -2.31432 -1.08964 2.27643 0.055 0.396 0.407 0.00
H -2.34382 -2.96298 -5.06990 -0.568 0.247 -0.181 0.00
H 5.55950 3.06658 7.89972 0.387 -0.208 -0.368 0.00
H 4.18783 5.33503 -0.05249 -0.427 0.528 -0.002 0.00
H 8.35058 4.33490 1.10029 -0.162 0.448 0.353 0.00
H 2.03266 -4.11242 5.60807 -0.093 -0.281 -0.368 0.00
H -0.84864 -3.88042 -6.78533 0.576 -0.429 -0.250 0.00
H 5.93204 5.10463 1.64459 0.094 0.563 -0.633 0.00
H 5.61536 0.92533 3.07685 -0.990 0.238 -0.046 0.00
```
Positions in Å, forces in eV/Å.

Output
Relative energy (zero: lowest compared OMol25 entry of this formula, charge and spin): 0.000 eV
Molar mass: 1180.6 u
DFT total energy: -4020.15820 Ha
Total charge: +1
Kohn-Sham gap (alpha / beta): 7.278 / 2.253 eV
Expectation value of S²: 0.755
Multiplicity: 2